DFT (ωB97M-V/def2-TZVPD) results for C13H33ClIN2OP2SYb as an isolated structure.

Atoms and positions in Å:
C: 1.165 -0.822 -1.823
C: -0.281 -0.460 -1.578
H: 1.256 -1.783 -2.343
H: 1.614 -0.966 -0.842
H: 1.816 -0.104 -2.350
O: -1.091 -1.266 -1.010
I: -2.864 2.993 0.841
Yb: 0.385 2.430 2.632
P: -1.131 0.905 -2.462
C: -2.812 0.225 -2.234
C: -0.948 2.611 -1.953
H: -1.382 3.157 -2.814
H: -0.982 1.447 -4.728
H: 0.089 2.913 -1.672
H: 0.650 1.470 -3.948
H: -3.074 0.356 -1.138
H: -1.668 2.877 -1.140
C: -0.293 0.898 -4.065
H: -3.495 0.750 -2.923
H: -0.083 -0.136 -4.412
H: -2.821 -0.860 -2.465
P: 1.486 -0.793 1.736
C: 0.745 -2.274 2.616
C: 3.162 -1.558 1.502
H: 2.418 1.138 2.874
H: 2.431 -0.349 3.910
H: 0.932 0.507 3.762
C: 1.851 0.252 3.213
H: 3.841 -0.792 1.112
H: 3.544 -1.921 2.466
H: 1.516 -2.747 3.251
H: 0.423 -3.020 1.858
H: 3.110 -2.400 0.788
H: -0.121 -1.953 3.226
Cl: 1.635 2.316 0.547
C: -5.446 -2.244 1.908
C: -4.654 -2.058 3.144
N: -3.341 -1.480 2.837
C: -3.151 -0.345 2.153
S: -1.518 0.117 1.708
N: -4.274 0.353 1.807
C: -5.123 0.930 2.901
C: -4.424 1.194 4.199
H: -5.579 -1.288 1.407
H: -6.392 -2.696 2.158
H: -4.920 -2.940 1.258
H: -5.178 -1.424 3.864
H: -4.393 -3.011 3.596
H: -2.486 -1.992 3.083
H: -3.993 1.156 1.189
H: -5.489 1.855 2.451
H: -5.991 0.267 3.007
H: -3.633 1.926 4.097
H: -5.163 1.591 4.893
H: -4.026 0.305 4.668

Computed properties:
- total energy (eV) = -100595.8533
- 2S+1 = 2
- total charge = +2
- frontier orbital gap (spin up / spin down) (eV) = 7.551 / 5.236
- largest force on an atom (eV/A) = 4.922
- M (g mol⁻¹) = 662.83